[1]
The following is a quantum chemistry calculation of a 2-piece molecular cluster, C9H9O2P overall at a distorted geometry, from OMol25.

Geometry as XYZ:
```
21
Properties=species:S:1:pos:R:3:forces:R:3
C -2.1827 1.8339 2.0628 -0.47 -0.34 -0.17
C 1.0510 -2.1433 0.3305 0.33 0.41 0.09
C -0.9222 2.1023 1.4927 0.12 -0.39 -0.81
C 0.9592 -2.6923 -0.9713 0.30 0.20 -0.29
C -2.8341 1.0300 1.1743 -0.12 0.39 0.80
C 1.9331 -1.1115 0.2377 -0.43 -0.37 0.55
C -0.8978 1.4390 0.2833 0.21 0.66 1.05
C 1.7940 -1.9481 -1.7476 -0.52 -0.65 -0.17
C 0.0955 1.3756 -0.7316 -0.02 -0.54 -1.04
O -2.0688 0.7849 0.1026 0.03 -0.14 -0.31
O 2.3949 -0.9932 -1.0180 0.49 0.22 -0.05
P -0.1363 0.4803 -2.1453 -0.30 0.38 0.37
H -2.5547 2.1910 3.0017 -0.15 0.02 0.16
H 0.5317 -2.4651 1.2092 -0.09 -0.02 0.22
H -0.1371 2.7031 1.9051 0.20 0.11 0.01
H 0.3606 -3.5245 -1.2788 -0.12 -0.15 -0.16
H -3.8125 0.5921 1.1895 -0.10 -0.11 -0.08
H 2.3058 -0.4219 0.9689 0.11 0.14 0.01
H 0.9926 1.9483 -0.5428 0.05 0.00 0.03
H 2.0403 -2.0077 -2.7907 0.13 0.09 -0.06
H 1.0875 0.8272 -2.7321 0.34 0.09 -0.16
```
Forces are in eV/Å.

As for the gap between HOMO and LUMO: 7.76 eV. The energy is -840.08838 hartree. Its relative energy (zero: lowest compared OMol25 entry of this formula, charge and spin) is 198.8 kJ/mol. The HOMO energy comes out at -7.76 eV.

Atom charges from the natural (NBO) analysis, given in e for atoms 1 to 5: -0.3200 -0.3194 -0.2688 -0.2950 0.1071

***

[2]
The following is a quantum chemistry calculation of a 2-piece molecular cluster, C9H9O4S overall at a distorted geometry, from OMol25.

Geometry as XYZ:
```
23
Properties=species:S:1:pos:R:3:forces:R:3
C 2.9179 1.6111 -0.1371 0.39 0.75 1.27
C 1.9160 1.6855 -1.0735 -0.09 -0.88 0.46
C 2.7494 0.8596 1.0200 2.97 0.35 0.35
C 0.7249 1.0122 -0.8553 -0.74 -0.81 -1.77
C 1.6270 0.1549 1.2278 -2.48 -0.91 1.79
C 0.5681 0.2213 0.3468 -1.31 0.66 -1.58
C -1.7150 -2.9481 -0.4784 -3.03 -0.14 0.17
C -0.7870 -2.0932 -0.7792 1.13 3.74 1.76
C -0.7784 -0.4359 0.5400 -1.52 -2.22 -2.02
O -1.7410 2.1067 0.1872 -0.16 -3.08 -0.39
O -2.4697 0.4598 -1.5052 0.84 -0.47 -0.15
O -3.3406 0.2928 0.7624 2.26 -0.26 -0.86
O -1.4087 -0.8464 1.6951 2.36 -0.11 -0.36
S -2.1299 0.6689 -0.1098 -2.61 4.45 -0.08
H 3.6936 2.3610 -0.1920 0.66 -0.42 -0.18
H 2.1762 2.1967 -1.9764 -0.55 0.45 -0.47
H 3.5572 0.7007 1.7881 -0.72 0.77 -0.92
H -0.0006 1.0834 -1.7932 0.99 -0.50 2.74
H 1.4444 -0.2713 2.2398 0.21 -0.17 -1.02
H -2.1190 -3.7734 -1.1130 0.96 0.40 0.41
H -2.5237 -2.6374 0.2931 1.75 -0.55 -0.79
H -0.0156 -1.8968 -1.5488 -0.71 -0.70 0.47
H -2.3455 -0.5121 1.4616 -0.61 -0.36 1.16
```
Forces are in eV/Å.

As for the gap between HOMO and LUMO: 8.31 eV. The energy is -1047.42851 hartree. Its relative energy (zero: lowest compared OMol25 entry of this formula, charge and spin) is 310.1 kJ/mol. The HOMO energy comes out at -4.94 eV. Its net charge is -1.

Atom charges from the natural (NBO) analysis, given in e for atoms 1 to 5: -0.2321 -0.2326 -0.2178 -0.1622 -0.2130

***

[3]
The following is a quantum chemistry calculation of one molecule with the formula C9H9OP at a distorted geometry, from OMol25.

Geometry as XYZ:
```
20
Properties=species:S:1:pos:R:3:forces:R:3
C 2.6282 -0.8100 -0.0960 -0.72 -0.74 -1.33
C 2.1373 0.2837 -0.8446 0.91 -1.54 -0.01
C 1.8863 -1.1443 1.0251 -0.38 -0.24 -0.65
C 0.9832 0.9495 -0.5756 1.20 -0.28 2.07
C 0.7281 -0.4059 1.3923 0.97 -1.49 3.34
C 0.3253 0.6377 0.6319 -1.34 2.08 -1.12
C -2.4637 0.1831 1.1706 0.66 5.41 2.14
C -2.0297 -0.2780 0.1281 -0.72 -4.32 -4.43
C -1.9231 -0.4066 -1.3090 -2.83 -0.53 1.59
O -1.5005 2.4960 -0.3438 -0.65 0.55 -1.24
P -1.2762 1.6671 0.8426 1.22 -1.23 2.77
H 3.3578 -1.5483 -0.6076 -0.91 1.57 1.38
H 2.6391 0.5142 -1.7378 0.72 0.43 -1.09
H 2.1031 -2.1025 1.4623 0.06 0.01 0.74
H 0.8286 1.8156 -1.1498 -1.05 0.85 -0.61
H 0.2894 -0.6571 2.4720 0.50 0.55 -2.72
H -2.7654 0.0094 2.1295 -0.92 -1.15 2.45
H -0.9514 -0.1027 -1.5164 1.67 -0.14 -1.58
H -2.6904 0.3488 -1.6033 0.71 -0.63 -0.68
H -2.3060 -1.4497 -1.4703 0.90 0.83 -1.01
```
Forces are in eV/Å.

As for the gap between HOMO and LUMO (alpha / beta): 6.09 / 7.57 eV. The energy is -764.69984 hartree. Its expectation value of S² is 2.01. Its relative energy (zero: lowest compared OMol25 entry of this formula, charge and spin) is 82.0 kJ/mol. As for the multiplicity: 3. The HOMO energy (alpha / beta) comes out at -5.46 / -9.46 eV.

Atom charges from the natural (NBO) analysis, given in e for atoms 1 to 5: -0.2110 -0.1899 -0.2058 -0.2541 -0.2275

***

Please write out number 3 again, unchanged.
The following is a quantum chemistry calculation of one molecule with the formula C9H9OP at a distorted geometry, from OMol25.

Geometry as XYZ:
```
20
Properties=species:S:1:pos:R:3:forces:R:3
C 2.6282 -0.8100 -0.0960 -0.72 -0.74 -1.33
C 2.1373 0.2837 -0.8446 0.91 -1.54 -0.01
C 1.8863 -1.1443 1.0251 -0.38 -0.24 -0.65
C 0.9832 0.9495 -0.5756 1.20 -0.28 2.07
C 0.7281 -0.4059 1.3923 0.97 -1.49 3.34
C 0.3253 0.6377 0.6319 -1.34 2.08 -1.12
C -2.4637 0.1831 1.1706 0.66 5.41 2.14
C -2.0297 -0.2780 0.1281 -0.72 -4.32 -4.43
C -1.9231 -0.4066 -1.3090 -2.83 -0.53 1.59
O -1.5005 2.4960 -0.3438 -0.65 0.55 -1.24
P -1.2762 1.6671 0.8426 1.22 -1.23 2.77
H 3.3578 -1.5483 -0.6076 -0.91 1.57 1.38
H 2.6391 0.5142 -1.7378 0.72 0.43 -1.09
H 2.1031 -2.1025 1.4623 0.06 0.01 0.74
H 0.8286 1.8156 -1.1498 -1.05 0.85 -0.61
H 0.2894 -0.6571 2.4720 0.50 0.55 -2.72
H -2.7654 0.0094 2.1295 -0.92 -1.15 2.45
H -0.9514 -0.1027 -1.5164 1.67 -0.14 -1.58
H -2.6904 0.3488 -1.6033 0.71 -0.63 -0.68
H -2.3060 -1.4497 -1.4703 0.90 0.83 -1.01
```
Forces are in eV/Å.

As for the gap between HOMO and LUMO (alpha / beta): 6.09 / 7.57 eV. The energy is -764.69984 hartree. Its expectation value of S² is 2.01. Its relative energy (zero: lowest compared OMol25 entry of this formula, charge and spin) is 82.0 kJ/mol. As for the multiplicity: 3. The HOMO energy (alpha / beta) comes out at -5.46 / -9.46 eV.

Atom charges from the natural (NBO) analysis, given in e for atoms 1 to 5: -0.2110 -0.1899 -0.2058 -0.2541 -0.2275